Here is a structure of composition C30H54BaN7OP2 at a distorted geometry from the OMol25 dataset. Energies are from the ωB97M-V functional and the def2-TZVPD basis.

XYZ file:
```
95
Properties=species:S:1:pos:R:3:forces:R:3
H -0.761 -2.341 5.076 -0.0968 0.2882 -0.1007
H -2.737 0.862 4.200 0.1731 -0.0451 -0.0551
H -2.402 -4.315 2.631 0.2229 0.0569 0.0474
H -4.610 2.473 0.481 0.2458 -0.0200 0.1054
H 0.840 -0.053 -3.364 -0.2365 0.1256 0.0706
H 1.055 -3.231 3.783 -0.0370 -0.0566 -0.1460
H -2.875 5.997 2.910 0.0376 -0.1467 0.1683
N -2.546 4.287 1.981 -0.8950 -0.2054 -2.8349
H -0.434 2.828 -4.818 -0.0149 0.1770 0.1450
H 0.654 4.964 -1.846 -0.2328 -0.0727 -0.0023
C -1.100 -0.280 -2.484 -0.2099 -0.3174 -0.4166
H 3.803 -3.070 1.724 0.1345 0.0874 -0.2130
C 3.140 -2.798 -0.330 -0.6010 -0.5291 0.0890
N -1.688 3.511 1.307 -2.5592 -0.8479 0.8876
H -0.011 -5.091 0.718 -0.0722 0.2399 0.0496
C -0.403 3.705 -4.160 -0.2313 0.4963 -0.0778
O 3.337 1.519 3.918 -2.3620 -0.2579 -2.1979
C 3.082 1.012 -3.034 0.0975 -0.0221 0.1288
H 3.812 3.548 -3.529 -0.2396 0.0170 0.0199
H -3.754 -2.561 -0.924 0.2450 0.1510 -0.1934
P 0.585 1.992 -2.108 -0.3978 -0.1166 0.5394
H 4.178 -1.366 -1.597 -0.1540 -0.1997 -0.0600
H -1.239 5.575 2.680 -0.1675 0.0541 0.2285
H 4.435 -3.058 -2.056 -0.1819 0.0666 0.2573
C -1.373 -4.370 3.007 0.1661 -0.4231 -0.0779
H -2.493 0.713 2.463 0.1288 -0.2727 0.2622
H 4.555 -1.686 0.895 -0.0370 -0.2201 -0.0231
C 1.013 -3.607 2.754 -0.0960 -0.2130 -0.0006
H 3.460 -4.882 -0.820 -0.1898 0.2855 0.1056
H 1.711 -3.012 2.156 -0.1427 -0.0958 0.1842
H -3.094 -2.814 3.922 0.0016 0.3699 -0.0561
H 0.532 4.242 -4.342 -0.2962 -0.1090 0.0455
H 2.881 -2.291 -2.421 0.2448 0.0419 0.1354
C 2.720 3.442 -3.421 0.4927 0.0868 -0.0588
H 2.862 0.127 -2.422 0.0048 0.2632 -0.1663
H -1.355 -4.107 4.070 -0.0396 -0.0062 -0.2108
H 1.358 -4.651 2.760 0.0214 0.1223 0.0528
C 4.205 -2.718 0.765 0.1127 0.2799 0.4187
H 2.297 -4.624 0.503 0.0761 0.0733 -0.3591
H 4.157 2.769 -1.204 -0.2079 0.0048 0.0513
H -3.679 -2.284 -3.426 0.2119 0.0688 0.2058
H -3.860 -1.520 2.965 0.1855 -0.0466 0.1437
H 1.818 -4.293 -1.185 0.2012 -0.0972 0.1435
H -2.223 2.501 -1.456 0.1232 0.0197 -0.5756
H -1.819 -0.877 -4.405 -0.1662 -0.0735 0.1512
C -0.600 3.350 -2.682 0.6686 0.0282 -0.1751
C -3.741 2.969 0.897 0.2612 0.1324 0.2867
H -0.014 -0.744 4.856 -0.1129 -0.0955 -0.0618
H -3.048 -1.857 1.192 0.2089 -0.3043 -0.3775
H -3.668 -1.344 4.712 -0.0092 -0.0800 -0.1500
H -2.297 2.034 -3.178 0.0679 0.1945 0.1916
Ba -0.108 1.258 0.937 0.1062 -1.4045 -0.3511
C 3.690 -2.345 -1.679 0.0234 0.4228 -0.3699
C -1.951 -0.990 -3.332 0.6588 0.7480 -0.1821
C -0.406 -3.533 2.168 -0.1817 0.4914 0.5967
C 2.011 -1.852 0.058 0.7203 2.8465 0.1928
P -0.844 -1.657 2.098 -0.1129 0.6346 -0.1621
H -0.612 4.379 -0.735 0.0937 0.0221 -0.3469
H 2.320 3.244 -4.423 0.0862 0.0359 0.3062
H 4.176 1.138 -3.056 -0.2700 -0.0157 0.0297
C -1.828 -1.034 3.650 0.4796 -0.8876 -0.6703
N -3.848 4.059 1.655 1.7592 -0.5157 0.4988
C 2.494 1.448 3.142 2.2827 0.2470 2.1410
C -0.017 0.599 -3.140 0.0239 -0.5484 0.0269
C -3.006 -1.928 -1.405 -0.1775 0.1069 -0.5588
H 5.069 -3.346 0.514 -0.2599 0.0988 -0.1031
H -1.066 -5.425 2.937 -0.0798 0.1411 0.0401
H -1.518 -0.907 5.785 0.1428 -0.0621 -0.0701
H 0.219 -3.444 0.082 -0.2849 -0.1290 0.0354
H 2.647 3.515 -0.636 0.0563 -0.1572 -0.1173
C -0.375 4.585 -1.791 -0.1297 0.1128 -0.1234
H -2.733 3.682 -2.679 0.2137 -0.1740 0.0026
C -0.972 -1.277 4.905 -0.2076 0.1421 0.0658
C -2.038 0.483 3.441 -0.1417 -0.0858 0.2391
C 2.448 2.285 -2.453 -0.5483 0.1710 -0.3466
C -2.048 -1.271 -0.579 0.1968 0.1246 0.8438
H -1.419 -4.086 0.301 0.2107 0.0905 0.1383
H 2.341 4.406 -3.058 0.0398 -0.2715 -0.1185
C 3.077 2.604 -1.079 0.0581 -0.0494 -0.1147
H 2.757 0.821 -4.067 0.0269 0.0659 0.3050
H -1.226 4.371 -4.462 0.1645 -0.1423 -0.0536
H 2.953 1.777 -0.361 -0.0140 0.1187 -0.2430
H -0.384 0.972 -4.106 0.0774 -0.2092 0.2089
H -1.049 5.385 -2.133 0.1832 -0.0817 0.1374
C -2.041 2.846 -2.484 -0.0149 -0.1016 0.0891
C -3.183 -1.730 3.801 -0.2753 0.2846 0.4185
N -2.469 2.571 0.691 0.2389 2.2137 1.1546
N -1.170 -0.372 -1.147 0.2817 -0.2359 0.1627
C -0.410 -4.064 0.730 -0.0442 0.0502 0.0582
N 1.510 -0.824 0.325 1.3573 -2.9231 -0.9482
C 2.643 -4.236 -0.465 -0.1527 -0.3953 0.1034
H -1.100 1.056 3.572 -0.2070 -0.2306 0.0497
C -2.064 -1.533 0.840 -0.8872 0.8262 -0.3858
N -2.180 5.581 2.304 0.3381 -0.0495 0.0747
C -2.957 -1.781 -2.781 -0.1778 -0.1824 0.8217
```
Positions in Å, forces in eV/Å.

## Properties
charge	+1
frontier orbital gap	0.18667	hartree
LUMO	-0.112	hartree
ΔE to the lowest compared entry with this formula, charge and spin	40.5	kJ/mol
HOMO level	-8.128	eV

***

Here is a cluster of 2 separate species, CH5NO2Si in total at a distorted geometry from the OMol25 dataset. Energies are from the ωB97M-V functional and the def2-TZVPD basis.

XYZ file:
```
10
Properties=species:S:1:pos:R:3:forces:R:3
H -1.076 -0.347 -1.382 -0.9571 -0.2438 -0.5527
Si 0.314 -0.314 -1.108 0.8058 0.1428 1.9524
O -1.516 1.791 1.546 0.3690 -0.4182 -0.4464
H 1.703 -1.141 0.931 0.3140 0.8142 0.0894
N -1.004 1.898 0.452 0.3174 -0.8545 0.3713
O -1.024 2.855 -0.251 -0.0473 0.8087 -0.6196
H -0.090 -0.815 1.229 1.4447 -1.3713 -1.0643
H 0.736 -2.345 0.347 -0.9329 0.0662 0.1181
H 1.239 -0.320 -2.275 -0.1817 0.1107 0.2736
C 0.717 -1.261 0.511 -1.1319 0.9451 -0.1217
```
Positions in Å, forces in eV/Å.

## Properties
frontier orbital gap (alpha / beta)	0.30634 / 0.21707	hartree
LUMO (alpha / beta)	-0.042 / -0.068	hartree
ΔE to the lowest compared entry with this formula, charge and spin	364.4	kJ/mol
HOMO level (alpha / beta)	-9.488 / -7.744	eV

***

Here is an isolated molecule of C5H9NO at a distorted geometry from the OMol25 dataset. Energies are from the ωB97M-V functional and the def2-TZVPD basis.

XYZ file:
```
16
Properties=species:S:1:pos:R:3:forces:R:3
N 0.854 -1.291 0.182 0.8795 -0.8772 0.8224
H 1.016 1.323 -0.001 -0.8257 -0.2467 -2.8843
C -0.104 1.512 0.115 2.4782 -0.9194 1.4734
H -1.515 0.043 0.790 0.6647 -0.1746 0.3785
H -1.442 -1.438 -2.208 -0.0043 -0.1943 -0.1363
H 0.440 0.825 2.266 -0.8101 -0.9487 -0.7619
H -1.849 0.486 -0.712 0.4830 0.2268 -0.8613
H -0.073 -2.651 -1.792 0.0982 0.0210 -0.3129
O 1.403 2.373 1.810 0.4735 1.1355 -0.5869
H 1.434 -0.729 0.778 -0.6861 0.6477 -0.0573
H -0.364 2.472 -0.298 0.0309 0.1325 -0.0668
H 1.384 -2.118 -0.035 -0.3354 -0.1408 -0.4515
C -0.954 0.285 -0.126 -1.3540 -0.1016 0.3933
C -0.567 -1.705 -1.635 -0.8822 0.1610 0.1598
C 0.582 1.566 1.456 -1.2301 0.8675 2.8197
C -0.244 -0.953 -0.587 1.0201 0.4112 0.0722
```
Positions in Å, forces in eV/Å.

## Properties
SMILES string	C=C(N)CCC=O
frontier orbital gap	0.34014	hartree
LUMO	0.034	hartree
ΔE to the lowest compared entry with this formula, charge and spin	295.6	kJ/mol
HOMO level	-8.325	eV